ORCA calculation (wB97M-V/def2-TZVPD) on C53H48CaF9N4PS4Si as an isolated structure at a distorted geometry.

CARTESIAN COORDINATES (ANGSTROEM)
Ca (0.2414, 0.0592, 0.1636)
C (-1.3052, -2.9902, 3.4095)
C (-1.0966, -2.2986, 2.2095)
N (-0.3272, -1.2320, 2.1206)
C (0.3030, -0.7728, 3.2261)
C (0.1561, -1.4067, 4.4927)
C (-0.6821, -2.5418, 4.5441)
C (0.8354, -0.8988, 5.6144)
C (1.6238, 0.2211, 5.4627)
C (1.7912, 0.8632, 4.2372)
C (1.1692, 0.3881, 3.0689)
N (1.2317, 0.8246, 1.8208)
C (2.0477, 1.7780, 1.1731)
C (2.9309, 2.7276, 1.9201)
C (2.8079, 3.9873, 1.5260)
C (2.4770, 4.4316, -1.0084)
C (1.8298, 3.4167, -1.9003)
C (1.7356, 3.3806, -3.2749)
C (1.0227, 2.3343, -3.8612)
C (0.4071, 1.3992, -3.0555)
N (0.4424, 1.4449, -1.7162)
C (1.1831, 2.4120, -1.1753)
H (-1.9524, -3.8581, 3.4218)
H (-1.5747, -2.6192, 1.2917)
H (-0.8219, -3.0469, 5.4930)
H (0.7312, -1.3871, 6.5750)
H (2.1387, 0.6208, 6.3287)
H (2.4040, 1.7497, 4.1923)
H (3.6573, 2.3575, 2.6291)
H (3.3634, 4.8346, 1.9108)
H (2.1818, 5.4303, -1.3483)
H (2.1807, 4.1535, -3.8885)
H (0.9198, 2.2677, -4.9360)
H (-0.1719, 0.5908, -3.4867)
C (4.8447, 3.8322, -2.9227)
Si (4.4296, 4.4603, -1.1891)
C (5.6216, 3.6143, -0.0039)
C (4.8442, 6.3095, -1.1254)
C (1.8163, 4.1547, 0.3966)
C (0.8329, 5.2338, 0.7318)
C (-0.4264, 4.9701, 1.0752)
C (-0.9190, 3.5968, 1.0637)
N (-0.2396, 2.5891, 0.6992)
C (1.1416, 2.7480, 0.2948)
S (3.0571, 0.8174, -0.0562)
H (5.9266, 3.8610, -3.0702)
H (4.3929, 4.4404, -3.7094)
H (4.5163, 2.7992, -3.0555)
H (6.6164, 3.6157, -0.4603)
H (5.3381, 2.5812, 0.1859)
H (5.6960, 4.1330, 0.9521)
H (5.9161, 6.4513, -1.2835)
H (4.5941, 6.7512, -0.1573)
H (4.3162, 6.8745, -1.8973)
H (1.2072, 6.2530, 0.7187)
H (-1.1189, 5.7575, 1.3420)
H (-1.9504, 3.4132, 1.3601)
C (-5.0043, -2.2940, 0.2190)
C (-4.5614, -1.1148, 1.0784)
S (-3.1454, -0.1696, 0.4585)
C (-3.7210, 0.5212, -1.1186)
C (-3.5388, -0.3656, -2.3589)
S (-1.9363, -1.2423, -2.3835)
C (-2.3889, -2.9976, -2.6257)
C (-3.6405, -3.5559, -1.9649)
S (-3.6866, -3.5111, -0.1409)
H (-5.4106, -1.9538, -0.7316)
H (-5.7899, -2.8364, 0.7461)
H (-4.2239, -1.4570, 2.0581)
H (-5.3994, -0.4302, 1.2196)
H (-3.1157, 1.4217, -1.2308)
H (-4.7655, 0.8159, -1.0093)
H (-3.5764, 0.2575, -3.2520)
H (-4.3259, -1.1109, -2.4392)
H (-1.5062, -3.5189, -2.2522)
H (-2.4636, -3.1681, -3.7010)
H (-3.6979, -4.6113, -2.2345)
H (-4.5489, -3.0831, -2.3331)
F (-0.5808, -9.2058, 0.4582)
C (0.5316, -8.8456, -0.2041)
F (0.4781, -9.4284, -1.4212)
F (1.5788, -9.3952, 0.4413)
C (0.6730, -7.3564, -0.3220)
C (1.7791, -6.8483, -0.9983)
C (1.9299, -5.4819, -1.1336)
C (0.9747, -4.6145, -0.6053)
C (-0.1216, -5.1350, 0.0724)
C (-0.2754, -6.5075, 0.2195)
P (1.1542, -2.7866, -0.7252)
C (2.7447, -2.6446, 0.1783)
C (2.6142, -2.5833, 1.5662)
C (3.7117, -2.3307, 2.3649)
C (4.9556, -2.1549, 1.7722)
C (5.1083, -2.2749, 0.4020)
C (4.0026, -2.5240, -0.3953)
C (6.1182, -1.8045, 2.6509)
F (6.2477, -2.6815, 3.6740)
F (7.2878, -1.7996, 1.9845)
F (5.9718, -0.5849, 3.2069)
C (1.5750, -2.5989, -2.4980)
C (1.0008, -3.4408, -3.4522)
C (1.1428, -3.1826, -4.8046)
C (1.8825, -2.0848, -5.2169)
C (2.4898, -1.2582, -4.2828)
C (2.3161, -1.4979, -2.9300)
C (2.0222, -1.7703, -6.6761)
F (1.0507, -2.3421, -7.4135)
F (3.1990, -2.1967, -7.1795)
F (1.9629, -0.4404, -6.9035)
H (2.5144, -7.5273, -1.4110)
H (2.7932, -5.0825, -1.6521)
H (-0.8635, -4.4644, 0.4903)
H (-1.1269, -6.9106, 0.7502)
H (1.6381, -2.7060, 2.0216)
H (3.6027, -2.2465, 3.4392)
H (6.0825, -2.1382, -0.0466)
H (4.1332, -2.5882, -1.4670)
H (0.4369, -4.3113, -3.1407)
H (0.6802, -3.8305, -5.5369)
H (3.0731, -0.4079, -4.6098)
H (2.7456, -0.8104, -2.2075)

Results
multiplicity: 1
LUMO level: 0.0 eV
energy above the lowest of the compared OMol25 structures with the same formula, charge and spin: 327.32 kJ/mol
HOMO-LUMO gap: 0.220 hartree



ORCA calculation (wB97M-V/def2-TZVPD) on C53H48NOP2SY as an isolated structure at a distorted geometry.

CARTESIAN COORDINATES (ANGSTROEM)
Y (-0.3920, -0.0521, 0.0481)
O (2.6713, -1.0942, 0.4312)
S (2.6813, 0.3019, -0.0884)
C (3.6267, 0.3040, -1.5926)
C (4.9734, -0.0401, -1.6439)
C (5.6162, -0.0575, -2.8675)
C (4.9132, 0.2471, -4.0256)
C (3.5565, 0.5257, -3.9722)
C (2.8852, 0.5481, -2.7490)
P (1.0495, 0.7463, -2.6474)
C (0.5148, -0.2177, -4.1207)
C (1.0227, -1.5112, -4.2804)
C (0.5552, -2.3348, -5.2932)
C (-0.4327, -1.8796, -6.1589)
C (-0.9440, -0.5996, -6.0057)
C (-0.4767, 0.2275, -4.9899)
C (0.7412, 2.4838, -3.1155)
C (-0.5702, 2.9516, -2.9862)
C (-0.8895, 4.2603, -3.3141)
C (0.1049, 5.1268, -3.7526)
C (1.4143, 4.6801, -3.8542)
C (1.7330, 3.3638, -3.5356)
C (3.6168, 1.2726, 1.0864)
C (4.7849, 1.9764, 0.8282)
C (5.4115, 2.6506, 1.8685)
C (4.8719, 2.6149, 3.1426)
C (3.6737, 1.9534, 3.3759)
C (3.0040, 1.3047, 2.3458)
P (1.3221, 0.5560, 2.5770)
C (1.6486, -0.7141, 3.8647)
C (1.7253, -0.4352, 5.2295)
C (1.9858, -1.4560, 6.1366)
C (2.1623, -2.7604, 5.6882)
C (2.0756, -3.0440, 4.3317)
C (1.8176, -2.0255, 3.4220)
C (0.4011, 1.8132, 3.5508)
C (0.7329, 3.1547, 3.6879)
C (-0.0961, 4.0172, 4.4025)
C (-1.2693, 3.5530, 4.9725)
C (-1.6160, 2.2118, 4.8370)
C (-0.7865, 1.3521, 4.1356)
H (5.5018, -0.3065, -0.7342)
H (6.6666, -0.3191, -2.9233)
H (5.4235, 0.2389, -4.9825)
H (3.0001, 0.6983, -4.8860)
H (1.7869, -1.8828, -3.6061)
H (0.9549, -3.3373, -5.3978)
H (-0.8043, -2.5234, -6.9466)
H (-1.7120, -0.2372, -6.6788)
H (-0.8832, 1.2265, -4.8914)
H (-1.3424, 2.2999, -2.5942)
H (-1.9109, 4.6071, -3.2051)
H (-0.1389, 6.1521, -4.0032)
H (2.1954, 5.3582, -4.1793)
H (2.7640, 3.0390, -3.5993)
H (5.2121, 2.0006, -0.1642)
H (6.3287, 3.1940, 1.6811)
H (5.3762, 3.1219, 3.9575)
H (3.2413, 1.9580, 4.3703)
H (1.5726, 0.5740, 5.5951)
H (2.0397, -1.2322, 7.1966)
H (2.3600, -3.5555, 6.3995)
H (2.1871, -4.0635, 3.9785)
H (1.7151, -2.2394, 2.3661)
H (1.6270, 3.5440, 3.2181)
H (0.1800, 5.0608, 4.5074)
H (-1.9178, 4.2328, 5.5139)
H (-2.5300, 1.8391, 5.2838)
H (-1.0376, 0.2978, 4.0633)
N (-2.6764, 0.6275, 1.4541)
C (-3.4895, 1.4646, 0.6451)
C (-4.7605, 1.0306, 0.2846)
C (-5.5688, 1.7988, -0.5382)
C (-5.1107, 3.0223, -1.0032)
C (-3.8402, 3.4522, -0.6395)
C (-3.0050, 2.6927, 0.1848)
C (-1.6227, 3.1984, 0.4801)
C (-1.4989, 4.5260, 0.9158)
C (-0.2563, 5.1464, 0.9574)
C (0.8556, 4.4352, 0.5227)
C (0.7044, 3.1051, 0.1404)
C (-0.5133, 2.3910, 0.1449)
H (-3.1900, -0.1454, 1.8406)
H (-2.2021, 1.1461, 2.1817)
H (-5.1131, 0.0720, 0.6525)
H (-6.5560, 1.4418, -0.8061)
H (-5.7300, 3.6312, -1.6497)
H (-3.4635, 4.3999, -1.0107)
H (-2.3889, 5.0789, 1.2066)
H (-0.1635, 6.1722, 1.2991)
H (1.8322, 4.9098, 0.4792)
H (1.6042, 2.6260, -0.2217)
C (-1.5372, -4.4891, 0.0701)
C (-0.3705, -3.4914, 0.0404)
C (0.8275, -4.1731, 0.7234)
C (0.0129, -3.2378, -1.4150)
C (-0.7412, -2.1578, 0.7011)
H (-1.2832, -5.4401, -0.4309)
H (-2.4105, -4.0560, -0.4246)
H (-1.8092, -4.7108, 1.1070)
H (1.1128, -5.1069, 0.2099)
H (0.5706, -4.4233, 1.7614)
H (1.6887, -3.5028, 0.7290)
H (0.3349, -4.1550, -1.9304)
H (0.8568, -2.5271, -1.4541)
H (-0.8313, -2.8096, -1.9674)
H (-1.1014, -2.3759, 1.7350)

Results
multiplicity: 1
LUMO level: -0.1 eV
energy above the lowest of the compared OMol25 structures with the same formula, charge and spin: 88.92 kJ/mol
HOMO-LUMO gap: 0.157 hartree



ORCA calculation (wB97M-V/def2-TZVPD) on C53H50N3O5P2RuS2 as an isolated structure.

CARTESIAN COORDINATES (ANGSTROEM)
Ru (0.4661, 0.3178, -0.2850)
O (3.6871, 1.2750, 0.4238)
S (2.4976, 0.4650, 0.7203)
C (3.2264, -1.1963, 0.7764)
C (4.6043, -1.3091, 0.9421)
C (5.1666, -2.5693, 1.0082)
C (4.3617, -3.7042, 0.9178)
C (2.9991, -3.5777, 0.7298)
C (2.4244, -2.3086, 0.6261)
P (0.6391, -1.9812, 0.4172)
C (0.1410, -2.8592, 1.9773)
C (-0.7434, -3.9294, 2.0569)
C (-1.0332, -4.5233, 3.2792)
C (-0.4509, -4.0555, 4.4449)
C (0.4318, -2.9854, 4.3805)
C (0.7244, -2.3984, 3.1618)
C (0.1269, -3.1883, -0.8672)
C (1.0181, -3.7540, -1.7748)
C (0.5595, -4.5165, -2.8423)
C (-0.7981, -4.7235, -3.0258)
C (-1.7010, -4.1577, -2.1333)
C (-1.2414, -3.3939, -1.0734)
C (2.1954, 0.7836, 2.4796)
C (3.2980, 0.8739, 3.3164)
C (3.1237, 1.2890, 4.6237)
C (1.8606, 1.6650, 5.0664)
C (0.7724, 1.5940, 4.2138)
C (0.9171, 1.1140, 2.9118)
P (-0.4385, 0.9621, 1.6787)
C (-1.3650, 2.5209, 1.9549)
C (-0.6970, 3.7004, 2.2745)
C (-1.4029, 4.8805, 2.4392)
C (-2.7799, 4.9040, 2.2668)
C (-3.4509, 3.7371, 1.9350)
C (-2.7464, 2.5503, 1.7882)
C (-1.6721, -0.1837, 2.4679)
C (-1.9048, -0.2616, 3.8394)
C (-2.9322, -1.0410, 4.3498)
C (-3.7740, -1.7454, 3.5018)
C (-3.5537, -1.6896, 2.1355)
C (-2.5044, -0.9310, 1.6393)
H (5.2040, -0.4099, 0.9868)
H (6.2370, -2.6751, 1.1305)
H (4.8067, -4.6885, 0.9891)
H (2.3708, -4.4581, 0.6636)
H (-1.2064, -4.3306, 1.1660)
H (-1.7200, -5.3601, 3.3118)
H (-0.6804, -4.5196, 5.3955)
H (0.9011, -2.6072, 5.2803)
H (1.4245, -1.5724, 3.1374)
H (2.0814, -3.5834, -1.6687)
H (1.2723, -4.9413, -3.5378)
H (-1.1535, -5.3167, -3.8585)
H (-2.7654, -4.3068, -2.2682)
H (-1.9590, -2.9449, -0.3963)
H (4.2843, 0.6606, 2.9269)
H (3.9764, 1.3628, 5.2862)
H (1.7301, 2.0438, 6.0720)
H (-0.1867, 1.9656, 4.5479)
H (0.3831, 3.7095, 2.3444)
H (-0.8678, 5.7912, 2.6751)
H (-3.3275, 5.8299, 2.3894)
H (-4.5261, 3.7438, 1.8037)
H (-3.2895, 1.6405, 1.5634)
H (-1.2810, 0.2770, 4.5353)
H (-3.0772, -1.0920, 5.4216)
H (-4.5791, -2.3462, 3.9047)
H (-4.1806, -2.2553, 1.4561)
H (-2.3006, -0.9560, 0.5794)
C (0.3325, -1.0982, -4.4386)
C (1.3935, -0.5995, -5.1760)
C (2.3405, 0.1514, -4.5132)
C (2.2357, 0.4062, -3.1403)
N (1.1860, -0.0621, -2.4315)
C (0.2824, -0.8041, -3.0930)
C (3.3297, 1.2282, -2.5630)
C (4.6487, 0.8411, -2.7964)
C (5.7059, 1.6529, -2.4308)
C (5.4416, 2.9024, -1.8785)
C (4.1447, 3.3142, -1.6391)
C (3.0931, 2.4544, -1.9336)
H (-0.4490, -1.7032, -4.8766)
H (1.4789, -0.7816, -6.2396)
H (3.1750, 0.5843, -5.0452)
H (-0.5416, -1.1730, -2.5032)
H (4.8383, -0.1157, -3.2695)
H (6.7246, 1.3280, -2.5961)
H (6.2599, 3.5618, -1.6180)
H (3.9362, 4.2725, -1.1877)
C (-4.4325, 2.1226, -4.4098)
C (-3.9096, 2.6595, -3.0847)
N (-3.3366, 1.6231, -2.2308)
C (-4.2763, 0.7860, -1.4987)
C (-4.3873, -0.6397, -2.0344)
C (-1.9952, 1.4904, -2.0485)
C (-1.0902, 2.3369, -2.8862)
N (-1.5000, 0.6370, -1.2023)
H (-4.8370, 2.9334, -5.0167)
H (-5.2287, 1.3928, -4.2536)
H (-3.6332, 1.6364, -4.9711)
H (-4.7192, 3.1351, -2.5259)
H (-3.1653, 3.4319, -3.2522)
H (-5.2515, 1.2687, -1.5641)
H (-4.0145, 0.7834, -0.4361)
H (-4.7359, -0.6357, -3.0670)
H (-5.0994, -1.2094, -1.4344)
H (-3.4311, -1.1659, -2.0144)
H (-1.1191, 3.3761, -2.5585)
H (-1.3739, 2.2707, -3.9375)
H (-0.0688, 2.0034, -2.7588)
H (-2.2380, 0.1144, -0.7562)
O (2.0806, 3.6944, 0.6359)
S (1.3020, 3.9115, -0.5603)
O (1.5651, 5.1438, -1.2555)
O (1.7952, 2.7098, -1.6373)
O (-0.0785, 3.5204, -0.4516)

Results
multiplicity: 2
<S²>: 0.756
LUMO level (spin up / spin down): 0.4 / 0.4 eV
energy above the lowest of the compared OMol25 structures with the same formula, charge and spin: 0.00 kJ/mol
HOMO-LUMO gap (spin up / spin down): 0.231 / 0.297 hartree



ORCA calculation (wB97M-V/def2-TZVPD) on C53H51F3MoN2OPSi as an isolated structure.

CARTESIAN COORDINATES (ANGSTROEM)
Mo (-0.1420, 1.1811, -0.6748)
C (-1.2851, 4.4837, -2.6530)
C (-1.6377, 3.8630, -1.3274)
C (-1.0140, 4.2730, -0.1515)
C (-1.4121, 3.7773, 1.0913)
C (-0.7482, 4.2569, 2.3525)
C (-2.4531, 2.8533, 1.1372)
C (-3.0586, 2.3795, -0.0225)
C (-4.1114, 1.3068, 0.0212)
C (-2.6279, 2.8828, -1.2498)
H (-1.9754, 5.2988, -2.8809)
H (-1.3596, 3.7584, -3.4670)
H (-0.2791, 4.9049, -2.6440)
H (-0.2147, 5.0083, -0.1982)
H (-0.8052, 3.5046, 3.1396)
H (-1.2336, 5.1650, 2.7186)
H (0.3058, 4.4858, 2.1828)
H (-2.7610, 2.4512, 2.0971)
H (-5.0049, 1.6080, -0.5298)
H (-4.3979, 1.0776, 1.0473)
H (-3.7297, 0.3880, -0.4355)
H (-3.0743, 2.5040, -2.1639)
F (-1.8660, -4.2315, 6.9974)
C (-2.3920, -4.5818, 5.8138)
F (-1.8361, -5.7601, 5.4794)
F (-3.6996, -4.7956, 6.0013)
C (-2.1246, -3.5379, 4.7675)
C (-0.8039, -3.1958, 4.5017)
C (-0.5208, -2.2459, 3.5403)
C (-1.5612, -1.6279, 2.8363)
C (-2.8821, -1.9828, 3.1078)
C (-3.1631, -2.9356, 4.0760)
C (-1.2363, -0.6733, 1.8193)
C (-0.9624, 0.1333, 0.9539)
H (-0.0001, -3.6767, 5.0462)
H (0.5038, -1.9836, 3.3083)
H (-3.6853, -1.5078, 2.5578)
H (-4.1867, -3.2089, 4.2914)
N (1.6079, 2.7444, -3.2470)
C (1.0553, 2.2580, -2.3673)
H (2.0849, 3.1785, -4.0119)
N (-0.7252, 0.0716, -1.9759)
P (-1.0482, -1.1528, -2.9652)
C (-0.9025, -2.7409, -2.1677)
C (-1.2110, -2.8534, -0.8142)
C (-1.1552, -4.0990, -0.2037)
C (-0.8025, -5.2198, -0.9436)
C (-0.4960, -5.1043, -2.2965)
C (-0.5442, -3.8649, -2.9136)
C (0.0884, -1.1189, -4.3509)
C (-0.3432, -1.2807, -5.6641)
C (0.5845, -1.2759, -6.6988)
C (1.9340, -1.1118, -6.4202)
C (2.3668, -0.9490, -5.1076)
C (1.4472, -0.9524, -4.0723)
C (-2.7207, -0.9520, -3.5706)
C (-3.6972, -1.9141, -3.3361)
C (-5.0019, -1.6861, -3.7564)
C (-5.3251, -0.5043, -4.4063)
C (-4.3472, 0.4580, -4.6446)
C (-3.0474, 0.2381, -4.2241)
H (-1.4666, -1.9750, -0.2365)
H (-1.3825, -4.1853, 0.8529)
H (-0.7606, -6.1904, -0.4648)
H (-0.2140, -5.9793, -2.8682)
H (-0.2926, -3.7726, -3.9643)
H (-1.3966, -1.4084, -5.8810)
H (0.2512, -1.4030, -7.7205)
H (2.6552, -1.1140, -7.2279)
H (3.4217, -0.8271, -4.8933)
H (1.7825, -0.8268, -3.0479)
H (-3.4433, -2.8383, -2.8310)
H (-5.7635, -2.4341, -3.5763)
H (-6.3428, -0.3288, -4.7324)
H (-4.6028, 1.3765, -5.1584)
H (-2.2824, 0.9865, -4.4056)
C (4.3494, 1.0863, -0.7502)
C (4.1431, 1.9063, 0.5313)
C (3.9386, 3.3806, 0.1599)
C (5.3822, 1.7434, 1.4205)
Si (2.6218, 1.2383, 1.4026)
O (1.3159, 1.5901, 0.4209)
C (2.2233, 1.9733, 3.0668)
C (2.8799, 3.0418, 3.6797)
C (2.4600, 3.5297, 4.9120)
C (1.3769, 2.9485, 5.5576)
C (0.7108, 1.8805, 4.9666)
C (1.1289, 1.4039, 3.7334)
C (2.6910, -0.6223, 1.5726)
C (2.2402, -1.4745, 0.5604)
C (2.3170, -2.8544, 0.6894)
C (2.8619, -3.4130, 1.8390)
C (3.3184, -2.5867, 2.8587)
C (3.2267, -1.2053, 2.7257)
H (5.2062, 1.4818, -1.3089)
H (3.4778, 1.1296, -1.4051)
H (4.5515, 0.0347, -0.5295)
H (4.8145, 3.7539, -0.3839)
H (3.8004, 4.0185, 1.0372)
H (3.0615, 3.5119, -0.4811)
H (6.2749, 2.0911, 0.8877)
H (5.5466, 0.6956, 1.6885)
H (5.3072, 2.3172, 2.3474)
H (3.7380, 3.5055, 3.2039)
H (2.9855, 4.3585, 5.3715)
H (1.0548, 3.3242, 6.5214)
H (-0.1336, 1.4203, 5.4671)
H (0.5915, 0.5782, 3.2763)
H (1.8047, -1.0620, -0.3413)
H (1.9526, -3.4937, -0.1071)
H (2.9266, -4.4901, 1.9419)
H (3.7437, -3.0163, 3.7583)
H (3.5812, -0.5733, 3.5349)

Results
multiplicity: 3
<S²>: 2.018
LUMO level (spin up / spin down): -3.2 / -3.1 eV
energy above the lowest of the compared OMol25 structures with the same formula, charge and spin: 0.00 kJ/mol
total charge: +1
HOMO-LUMO gap (spin up / spin down): 0.266 / 0.276 hartree